[1]
{"formula": "C72H80AsN5O3PPbSSi2", "method": "ωB97M-V/def2-TZVPD", "homo_lumo_gap_ev": 5.62, "total_charge": -1, "elements": ["Pb", "C", "Si", "C", "C", "N", "C", "C", "C", "C", "C", "C", "N", "Si", "C", "C", "C", "H", "H", "H", "H", "H", "H", "H", "H", "H", "H", "H", "H", "H", "H", "H", "H", "H", "H", "H", "H", "H", "H", "C", "O", "C", "C", "C", "C", "C", "C", "N", "N", "C", "C", "C", "C", "O", "C", "N", "C", "C", "C", "C", "H", "H", "H", "H", "H", "H", "H", "H", "H", "H", "H", "H", "C", "C", "As", "C", "C", "C", "C", "C", "C", "C", "C", "C", "C", "C", "C", "P", "C", "C", "C", "C", "C", "C", "C", "C", "C", "C", "C", "C", "H", "H", "H", "H", "H", "H", "H", "H", "H", "H", "H", "H", "H", "H", "H", "H", "H", "H", "H", "H", "H", "H", "H", "H", "C", "C", "C", "C", "C", "C", "C", "C", "C", "C", "H", "H", "H", "H", "H", "H", "H", "H", "H", "H", "H", "H", "C", "C", "C", "C", "C", "C", "C", "S", "C", "O", "H", "H", "H", "H", "H", "H", "H", "H", "H", "H"], "xyz": [[0.21581, 0.67040, 1.14900], [0.24791, 5.76847, 1.82720], [-0.61644, 4.10210, 2.06677], [-1.59531, 3.72720, 0.49017], [-1.85699, 4.30625, 3.48612], [0.43773, 2.78055, 2.31602], [1.34726, 2.81122, 3.37234], [1.42464, 3.89776, 4.26831], [2.33499, 3.97739, 5.31463], [3.23430, 2.94595, 5.51414], [3.18163, 1.85634, 4.65338], [2.27028, 1.74888, 3.59812], [2.24578, 0.59790, 2.79486], [3.27445, -0.62692, 2.77127], [4.93745, -0.57410, 1.99203], [2.96955, -2.18648, 3.69060], [2.13830, -2.45549, 0.67151], [-0.11105, 6.27522, 0.92515], [1.33002, 5.62298, 1.73079], [0.08583, 6.43956, 2.67612], [-1.58446, 4.55883, -0.22236], [-2.64041, 3.50394, 0.72722], [-1.19421, 2.84996, -0.02729], [-1.94250, 5.34821, 3.81269], [-1.53138, 3.71669, 4.34950], [-2.86276, 3.97414, 3.20458], [0.74290, 4.73207, 4.13520], [2.33450, 4.84567, 5.96404], [3.95845, 2.97631, 6.31852], [3.88082, 1.03113, 4.80976], [5.68677, -0.46635, 2.78480], [5.01495, 0.28648, 1.32597], [5.15529, -1.48898, 1.43852], [3.49439, -2.13797, 4.65128], [3.33433, -3.05634, 3.14224], [1.90173, -2.29692, 3.88748], [3.18873, -2.17547, 0.55240], [1.61009, -1.82078, 1.40472], [2.07394, -3.49056, 1.00990], [6.31291, -10.31384, -6.01261], [4.97858, -10.22576, -5.56788], [4.61374, -9.06357, -4.93723], [5.50338, -8.07974, -4.52908], [5.01785, -6.93619, -3.89686], [3.66346, -6.75425, -3.65490], [2.78660, -7.76597, -4.06101], [3.25482, -8.90079, -4.69457], [3.26623, -5.53574, -3.02609], [2.05515, -5.56582, -2.68080], [1.50893, -4.48645, -2.04968], [0.17257, -4.68125, -1.71196], [-0.60440, -3.81605, -0.95411], [-0.04480, -2.67228, -0.36324], [-0.61151, -1.99124, 0.51785], [1.41947, -2.30597, -0.69011], [1.53701, -0.91295, -1.17544], [2.81534, -0.51983, -1.45049], [3.75750, -1.40940, -1.84940], [3.33887, -2.76527, -2.13191], [2.14076, -3.21484, -1.69608], [6.38538, -11.22627, -6.59960], [7.01764, -10.37499, -5.17817], [6.58003, -9.45647, -6.63680], [6.56769, -8.18883, -4.68621], [5.69965, -6.15938, -3.57026], [1.73024, -7.63860, -3.86923], [2.57509, -9.68384, -5.01110], [-0.26380, -5.61423, -2.05458], [-1.62397, -4.06825, -0.69035], [3.00361, 0.54474, -1.38667], [4.76329, -1.07423, -2.06655], [3.95977, -3.40379, -2.74605], [-4.30338, 1.32689, 1.52335], [-5.00372, 1.75621, 0.24024], [-6.69204, 2.76354, 0.41966], [-7.52804, 1.60819, 1.75951], [-7.15692, 1.55090, 3.10429], [-7.75583, 0.64111, 3.96510], [-8.73291, -0.22756, 3.49332], [-9.11074, -0.18043, 2.15904], [-8.51469, 0.73746, 1.30107], [-6.10376, 4.26588, 1.50961], [-6.83577, 4.72384, 2.60358], [-6.45592, 5.88317, 3.26835], [-5.34530, 6.60216, 2.84561], [-4.62454, 6.16514, 1.74272], [-5.00983, 5.01035, 1.07543], [-2.86282, 0.21191, 1.16486], [-3.79311, -1.13069, 0.33963], [-3.43539, -1.49547, -0.95490], [-4.14160, -2.47932, -1.63565], [-5.21352, -3.10961, -1.01972], [-5.58377, -2.74957, 0.27319], [-4.87691, -1.76611, 0.94925], [-2.51780, -0.45255, 2.83769], [-2.28401, 0.45942, 3.87093], [-1.89787, 0.01988, 5.12951], [-1.72877, -1.33815, 5.36712], [-1.92994, -2.24817, 4.33729], [-2.31434, -1.81071, 3.07562], [-4.98713, 0.76138, 2.15202], [-3.95287, 2.18628, 2.10100], [-5.31882, 0.87770, -0.32689], [-4.34165, 2.32741, -0.41795], [-6.38620, 2.21084, 3.48266], [-7.44994, 0.60313, 5.00384], [-9.19688, -0.93913, 4.16521], [-9.86952, -0.85644, 1.78408], [-8.81407, 0.77196, 0.25961], [-7.70520, 4.17709, 2.94467], [-7.02882, 6.22314, 4.12234], [-5.04324, 7.49804, 3.37332], [-3.75508, 6.71619, 1.40369], [-4.44417, 4.68908, 0.20728], [-2.59033, -1.01896, -1.43962], [-3.83360, -2.75760, -2.63638], [-5.76015, -3.88584, -1.54216], [-6.42307, -3.23649, 0.75578], [-5.17079, -1.49493, 1.95873], [-2.36033, 1.52676, 3.68636], [-1.70731, 0.74153, 5.91477], [-1.42362, -1.68361, 6.34745], [-1.77144, -3.30625, 4.50937], [-2.41716, -2.51931, 2.26193], [-0.90905, 1.71615, -2.49552], [0.15810, 0.64490, -2.70096], [1.33691, 1.32881, -3.39843], [0.44267, 0.05449, -1.27809], [-0.35314, -0.49781, -3.58489], [0.52796, -1.51183, -3.98148], [0.08487, -2.61867, -4.68840], [-1.25361, -2.73447, -5.04528], [-2.13594, -1.72455, -4.68891], [-1.68935, -0.62042, -3.96843], [-0.46053, 2.56133, -1.96801], [-1.74875, 1.35311, -1.89202], [-1.29654, 2.08300, -3.45126], [1.78536, 2.06346, -2.72449], [0.97870, 1.85629, -4.28778], [2.11044, 0.62763, -3.71146], [-0.46083, -0.51927, -1.09625], [1.57780, -1.44767, -3.72638], [0.79211, -3.39879, -4.94595], [-1.60338, -3.60058, -5.59436], [-3.18149, -1.79184, -4.96864], [-2.41204, 0.13691, -3.68751], [8.29152, 3.88032, -3.49927], [7.07952, 3.64285, -2.63396], [5.98275, 2.93255, -3.11431], [4.86913, 2.70944, -2.31558], [4.84674, 3.21254, -1.02306], [5.93224, 3.90845, -0.51553], [7.03748, 4.12510, -1.32663], [3.46054, 2.91351, 0.08251], [2.36139, 4.11852, -0.66318], [3.86572, 3.45223, 1.41047], [8.21297, 3.34365, -4.44449], [9.20142, 3.54807, -2.99613], [8.41209, 4.94252, -3.72412], [6.00047, 2.53937, -4.12522], [4.03230, 2.13929, -2.70607], [5.89016, 4.26366, 0.50832], [7.88853, 4.67378, -0.93461], [2.81352, 5.10176, -0.52875], [1.41324, 4.04658, -0.13041], [2.22825, 3.88207, -1.71886]], "mulliken_charge": [1.865, -1.667, 1.005, 2.201, -1.372, 0.884, -0.159, -0.845, -1.226, -1.059, -0.339, 0.431, 1.342, -0.273, -0.868, -1.068, -1.848, 0.422, 0.327, 0.466, 0.865, -1.918, -1.798, 0.547, 0.433, 0.053, 0.095, 0.392, 0.341, 0.295, 0.480, 0.011, 0.463, 0.455, 0.372, 0.218, 0.419, -0.299, 0.428, -0.851, -0.449, 0.819, -0.252, -0.687, -0.283, -0.028, -0.852, -0.369, 0.001, -0.885, 0.122, -1.664, -0.817, 0.058, 2.759, 1.397, -0.378, -1.184, -0.907, 0.685, 0.238, 0.310, 0.355, 0.335, 0.379, 0.393, 0.373, 0.386, 0.449, 0.494, 0.485, 0.452, 0.267, -1.654, 0.175, 0.156, 0.037, -0.668, -0.484, -0.619, -0.521, 0.344, -0.506, -0.545, -0.557, -0.379, -0.240, 1.714, -0.024, -0.131, -0.066, -0.649, -0.923, -0.462, 0.192, -0.182, -0.494, -0.686, -0.698, -0.590, 0.440, 0.075, 0.705, 0.316, 0.433, 0.403, 0.396, 0.420, 0.337, 0.479, 0.399, 0.396, 0.349, 0.303, -0.352, 0.351, 0.393, 0.375, 0.445, -0.223, 0.431, 0.386, 0.444, 0.206, -2.109, 3.502, -1.168, -0.786, -0.469, -0.110, -0.849, -0.734, -0.687, -0.250, 0.058, 0.285, 0.546, -0.292, 0.599, 0.326, -0.895, 0.305, 0.371, 0.405, 0.489, 0.263, -1.533, 1.103, -0.981, -0.427, -0.250, -0.867, -0.581, 1.529, -0.415, -0.766, 0.345, 0.355, 0.315, 0.320, 0.317, 0.489, 0.384, 0.513, -0.727, 0.408]}

[2]
{"formula": "C73H57CdN3O4S2Se", "method": "ωB97M-V/def2-TZVPD", "homo_lumo_gap_ev": [5.22, 6.24], "elements": ["Cd", "O", "C", "C", "C", "C", "C", "C", "C", "C", "C", "O", "C", "C", "C", "C", "C", "C", "C", "C", "C", "C", "C", "C", "N", "C", "C", "C", "C", "C", "C", "C", "C", "C", "C", "C", "C", "H", "H", "H", "H", "H", "H", "H", "H", "H", "H", "H", "H", "H", "H", "H", "H", "H", "H", "H", "H", "H", "H", "H", "H", "H", "H", "H", "C", "C", "C", "C", "C", "C", "C", "S", "O", "C", "C", "C", "C", "C", "C", "C", "C", "C", "C", "C", "C", "C", "C", "C", "C", "C", "C", "C", "C", "S", "O", "C", "C", "C", "C", "C", "C", "C", "H", "H", "H", "H", "H", "H", "H", "H", "H", "H", "H", "H", "H", "H", "H", "H", "H", "H", "H", "H", "H", "H", "H", "H", "H", "H", "Se", "N", "C", "C", "C", "C", "C", "C", "N", "H", "H", "H", "H"], "xyz": [[-0.47030, 0.98837, 0.20181], [-0.65180, 2.27407, -1.26549], [-1.63690, 3.22537, -1.16849], [-2.78300, 2.82917, -0.15019], [-2.33280, 3.00837, 1.25151], [-2.59260, 4.18237, 1.96021], [-2.11270, 4.30007, 3.24951], [-1.40600, 3.24667, 3.80951], [-1.16650, 2.10727, 3.04581], [-0.40970, 0.92847, 3.56391], [1.02220, 0.80977, 2.88271], [0.92610, 0.37867, 1.58621], [1.71680, 2.16927, 3.02001], [1.66480, 2.91497, 4.19451], [2.36660, 4.09987, 4.31581], [3.12310, 4.57607, 3.25981], [3.15690, 3.86137, 2.07531], [2.46660, 2.66667, 1.96551], [1.83360, -0.22833, 3.70071], [2.60920, 0.09147, 4.80971], [3.31990, -0.88013, 5.49261], [3.26730, -2.20353, 5.09831], [2.51040, -2.53663, 3.99271], [1.82210, -1.55813, 3.30141], [-1.62740, 2.01307, 1.79311], [-2.26120, 3.40597, -2.55859], [-3.51420, 2.91767, -2.90999], [-4.01720, 3.11417, -4.18429], [-3.27550, 3.78647, -5.13669], [-2.00530, 4.22797, -4.81189], [-1.50250, 4.03887, -3.53799], [-1.08600, 4.55877, -0.64499], [-1.77290, 5.75367, -0.82089], [-1.30210, 6.92517, -0.25409], [-0.13560, 6.92067, 0.49311], [0.55170, 5.73517, 0.67941], [0.07210, 4.56577, 0.12061], [-3.64980, 3.45957, -0.34369], [-3.01010, 1.77987, -0.35599], [-3.16010, 4.97417, 1.49591], [-2.29670, 5.20037, 3.81831], [-1.06830, 3.30987, 4.83221], [-0.30470, 0.97377, 4.64791], [-0.95170, 0.02007, 3.29951], [1.08130, 2.57297, 5.03511], [2.32570, 4.64777, 5.24631], [3.67700, 5.49797, 3.35811], [3.72830, 4.23147, 1.23571], [2.49720, 2.08217, 1.05901], [2.68560, 1.10927, 5.15431], [3.92670, -0.59833, 6.33961], [3.82130, -2.95733, 5.63551], [2.46370, -3.56093, 3.65401], [1.28920, -1.82593, 2.40901], [-4.11350, 2.36757, -2.20109], [-4.99770, 2.73527, -4.42919], [-3.68120, 3.95277, -6.12309], [-1.40420, 4.72697, -5.55609], [-0.50580, 4.37807, -3.29459], [-2.67340, 5.77027, -1.41819], [-1.85450, 7.84497, -0.38839], [0.23610, 7.83777, 0.92661], [1.45330, 5.71067, 1.27391], [0.59720, 3.63337, 0.28671], [-4.50110, -2.77033, 6.04561], [-3.62420, -2.54633, 4.85451], [-2.32840, -3.05743, 4.84301], [-1.47820, -2.82293, 3.77971], [-1.93630, -2.08893, 2.69311], [-3.22070, -1.57533, 2.68511], [-4.05960, -1.80863, 3.76111], [-0.79570, -1.63723, 1.35691], [-1.65290, -0.83393, 0.43591], [-0.68070, -3.27323, 0.56141], [-1.34960, -4.42653, 0.99681], [-1.09190, -5.63003, 0.40331], [-0.14590, -5.73573, -0.64029], [0.17360, -6.97803, -1.22639], [1.11200, -7.06183, -2.21669], [1.75850, -5.90603, -2.67909], [1.46660, -4.68743, -2.13609], [0.52270, -4.56723, -1.09349], [0.23880, -3.32613, -0.45889], [0.95090, -2.09633, -0.90639], [2.25900, -1.83823, -0.34679], [2.89900, -2.86743, 0.36541], [4.03640, -2.65953, 1.10671], [4.56970, -1.37273, 1.20051], [3.99850, -0.35533, 0.48701], [2.86220, -0.54333, -0.34239], [2.53840, 0.57987, -1.13539], [0.88410, -0.32563, -2.71149], [0.31330, -1.31573, -1.81399], [-1.48590, -1.58653, -2.05399], [-1.95860, -0.38433, -2.73659], [-1.30610, -2.88963, -3.32859], [-0.76300, -2.69423, -4.58359], [-0.57820, -3.77693, -5.42789], [-0.95530, -5.05433, -5.03379], [-0.70550, -6.24913, -5.89999], [-1.58320, -5.22123, -3.80309], [-1.76160, -4.14423, -2.95679], [-4.13470, -2.18533, 6.88751], [-4.48380, -3.81603, 6.34161], [-5.52690, -2.47653, 5.84611], [-1.97940, -3.63203, 5.68751], [-0.46440, -3.19673, 3.78871], [-3.53480, -0.98653, 1.83431], [-5.05810, -1.39873, 3.74861], [-2.05220, -4.34983, 1.81231], [-1.60100, -6.52553, 0.73591], [-0.33960, -7.86333, -0.87749], [1.37060, -8.01973, -2.64019], [2.49040, -5.98313, -3.46899], [1.95300, -3.79513, -2.49959], [2.47740, -3.86173, 0.32791], [4.50060, -3.47763, 1.63851], [5.43530, -1.18533, 1.81851], [4.42520, 0.63587, 0.55291], [3.20450, 1.42497, -1.00579], [0.06730, 0.17977, -3.25349], [-0.49740, -1.69973, -4.90999], [-0.13130, -3.61743, -6.39889], [-0.27410, -5.96633, -6.85549], [-1.62960, -6.79573, -6.07859], [-0.01660, -6.92373, -5.39419], [-1.92280, -6.20463, -3.50739], [-2.25910, -4.26963, -2.00539], [2.07580, -1.15913, -4.11749], [1.78580, 0.69627, -2.22969], [1.92500, 1.76267, -3.10549], [2.07620, 3.07017, -2.63829], [2.18320, 4.12507, -3.50749], [2.12430, 3.90137, -4.89009], [2.03060, 2.63377, -5.38109], [1.99610, 1.50277, -4.51919], [2.17720, 0.31867, -5.08529], [2.02960, 3.25407, -1.57579], [2.30080, 5.13007, -3.12929], [2.14640, 4.74667, -5.56369], [2.03190, 2.44587, -6.44389]], "mulliken_charge": [3.674, -1.120, 3.385, -2.786, -0.114, -0.538, -1.221, -0.825, -0.062, -0.656, 0.694, 0.493, 1.139, -0.404, -1.320, -0.801, -0.441, -0.518, -0.065, -0.173, -1.155, -1.083, -0.504, -0.049, 0.584, -0.512, -0.320, -1.030, -0.587, -0.951, -0.035, 0.174, -0.566, -1.064, -0.813, -0.722, 1.563, 0.802, 0.717, 0.604, 0.443, 0.553, 0.955, -0.487, 0.889, 0.464, 0.433, 0.445, -0.249, 0.594, 0.467, 0.438, 0.652, -0.735, 0.472, 0.427, 0.410, 0.437, 0.486, 0.519, 0.426, 0.414, 0.304, -1.144, -1.654, 1.233, -0.992, -0.097, -0.948, -0.820, -1.147, 3.771, -1.614, 0.861, -0.720, -1.660, 0.952, -0.929, -0.806, -1.086, -0.328, 0.892, -1.431, 0.055, 1.112, -0.765, -1.005, -0.912, -0.702, 0.952, -1.144, -1.383, -0.334, 0.584, -0.749, -0.325, -0.500, -1.181, 1.040, -1.528, -0.653, -0.131, 0.304, 0.382, 0.383, 0.421, 0.617, 0.591, 0.356, 0.565, 0.423, 0.477, 0.431, 0.493, 0.537, 0.419, 0.387, 0.444, 0.411, 0.975, 0.941, 0.918, 0.382, 0.373, 0.362, 0.266, 0.377, 0.565, 0.140, 0.845, 0.914, 0.472, -0.918, -0.595, -1.006, 0.154, -0.977, -0.050, 0.384, 0.423, 0.502]}